Density functional theory data (ωB97M-V with the def2-TZVPD basis set) for a structure of composition C18H31I2NSi2Tl in a non-equilibrium geometry.

CARTESIAN COORDINATES (ANGSTROEM)
Tl  -0.443  -0.429  -0.003
I  0.057  -5.455  0.003
I  -1.887  -3.626  0.002
Si  2.484  -0.587  1.704
Si  2.493  -0.592  -1.700
N  0.330  1.895  -0.003
C  1.362  0.239  -2.967
C  1.346  0.246  2.963
C  -2.586  -0.173  -0.002
C  1.877  0.065  -0.001
C  -5.738  -1.619  -0.044
C  2.207  -2.450  -1.762
C  4.282  -0.120  1.964
C  2.625  2.485  -0.004
C  -3.796  -0.166  -0.002
C  -5.266  -0.157  -0.002
C  -5.756  0.529  1.280
C  -0.015  3.182  -0.005
C  2.199  -2.445  1.770
C  0.931  4.189  -0.006
C  2.272  3.824  -0.006
C  4.293  -0.128  -1.953
C  -5.756  0.603  -1.241
C  1.613  1.524  -0.003
H  4.618  -0.495  2.933
H  4.936  -0.559  -1.184
H  2.890  -3.000  1.135
H  1.526  1.317  -3.014
H  -5.386  0.133  -2.152
H  0.306  0.081  -2.723
H  2.348  -2.815  -2.782
H  -5.410  1.636  -1.218
H  1.188  -2.706  -1.461
H  2.894  -3.004  -1.121
H  2.335  -2.806  2.792
H  -5.368  -2.165  0.825
H  1.517  -0.163  -3.970
H  -6.827  -1.664  -0.043
H  4.427  0.962  1.964
H  -5.409  1.562  1.318
H  1.509  1.325  3.008
H  0.626  5.225  -0.007
H  0.292  0.087  2.715
H  3.662  2.178  -0.004
H  4.930  -0.553  1.201
H  -1.078  3.388  -0.005
H  -6.847  0.604  -1.269
H  1.182  -2.703  1.465
H  -5.386  0.006  2.162
H  4.633  -0.508  -2.918
H  3.042  4.585  -0.007
H  -5.372  -2.112  -0.946
H  -6.846  0.529  1.308
H  4.439  0.953  -1.957
H  1.498  -0.152  3.968

For the strongest force on any atom, the calculation gives 1.44 eV Å⁻¹. The highest occupied orbital energy is -12.02 eV. Its orbital gap is 0.2857 hartree. The total charge is +1.